Arrangement one

# CH7N4

A 2-piece molecular cluster, CH7N4 overall (ωB97M-V/def2-TZVPD, OMol25).

Summary:
Gap between HOMO and LUMO: 10.19 eV
Total charge: +1
Highest occupied orbital energy: -15.002 eV

Each line ends with the natural charge from an NBO analysis.
Cartesian coordinates (Å):
C  0.3128  -0.9054  2.0975  0.059
N  -0.8912  -0.6267  -1.6780  -0.259
N  -0.6826  0.5575  -1.8309  0.069
N  -0.1150  1.3196  -0.9947  -0.564
N  0.7662  -0.4966  1.0127  -0.725
H  -0.6944  -0.7104  2.4688  0.184
H  0.8729  -1.5707  2.6553  0.171
H  0.3139  1.0041  -0.0795  0.455
H  -0.0460  2.2570  -0.9794  0.416
H  -1.2115  0.9171  -2.6686  0.450
H  1.7411  -0.7275  0.8756  0.371
H  -0.3662  -1.0180  -0.8788  0.373

Arrangement two

# CH7N4

A 2-piece molecular cluster, CH7N4 overall (ωB97M-V/def2-TZVPD, OMol25).

Summary:
Gap between HOMO and LUMO: 9.56 eV
Total charge: +1
Highest occupied orbital energy: -13.790 eV

Each line ends with the natural charge from an NBO analysis.
Cartesian coordinates (Å):
C  0.9404  0.4277  0.9350  0.331
N  0.2031  -0.2126  0.3183  -0.478
N  2.0337  0.9063  -0.4073  -0.182
N  2.6287  1.5962  -1.2099  -0.318
N  -2.2058  -0.9061  -0.0475  -1.050
H  1.5697  0.9081  1.6898  0.275
H  -0.7999  -0.6597  0.4508  0.439
H  2.8938  2.6394  -1.0300  0.372
H  2.7534  1.1382  -2.1141  0.393
H  -2.6846  -0.5997  0.8365  0.401
H  -2.1027  -1.8614  -0.1390  0.403
H  -2.5374  -0.3182  -0.8015  0.413

Of them, arrangement one has the highest stability.

Arrangement one

# C10H15OP

C10H15OP as an isolated structure (ωB97M-V/def2-TZVPD, OMol25).

Summary:
Gap between HOMO and LUMO: 9.52 eV
Highest occupied orbital energy: -8.715 eV

Each line ends with the natural charge from an NBO analysis.
Cartesian coordinates (Å):
C  3.8628  -0.1009  0.8475  -0.238
C  2.3936  0.1672  0.9021  -0.294
C  4.2672  -0.1309  -0.4489  -0.183
C  1.9989  0.1842  -0.3980  -0.150
C  3.0702  0.0046  -1.3966  -0.527
C  -1.9687  -0.4381  0.6531  -0.424
C  -1.0724  0.7896  0.8144  -0.534
C  -1.0738  -1.3326  -0.2260  -0.556
C  -1.7203  2.1697  0.8268  -0.632
C  -1.7658  -2.2590  -1.2797  -0.592
O  -0.6630  0.5724  -2.1522  -1.061
P  -0.2066  0.2071  -0.7812  1.809
H  4.4106  0.0579  1.7513  0.214
H  1.8816  0.0463  1.8700  0.226
H  5.3176  -0.2306  -0.7284  0.215
H  3.2716  0.9719  -2.0414  0.260
H  2.7654  -0.7154  -2.0601  0.253
H  -2.2887  -0.8757  1.5581  0.219
H  -2.9860  -0.1404  0.1671  0.212
H  -0.5179  0.6748  1.7849  0.240
H  -0.6143  -2.0784  0.3194  0.231
H  -2.7151  2.1047  1.4204  0.212
H  -2.0292  2.5381  -0.2548  0.229
H  -1.1454  3.0291  1.3254  0.226
H  -2.3113  -1.6635  -2.0400  0.230
H  -2.3820  -2.8649  -0.5943  0.203
H  -1.0427  -2.9294  -1.6656  0.210

Arrangement two

# C10H15OP

A 2-piece molecular cluster, C10H15OP overall (ωB97M-V/def2-TZVPD, OMol25).

Summary:
Gap between HOMO and LUMO: 9.14 eV
Highest occupied orbital energy: -8.741 eV

Each line ends with the natural charge from an NBO analysis.
Cartesian coordinates (Å):
C  2.5424  -2.1476  -0.5739  -0.196
C  1.4909  -2.0786  -1.4553  -0.223
C  2.5376  -1.5482  0.6769  -0.226
C  0.4383  -1.2145  -1.1050  -0.086
C  1.4795  -0.6889  0.9912  -0.074
C  0.5473  -0.4166  0.0226  -0.083
C  -0.7258  -1.1224  -2.1638  -0.639
C  1.4522  0.2177  2.1689  -0.653
C  -2.9267  0.9510  -0.2500  -0.997
C  -0.7872  2.7886  0.4622  -0.995
O  -1.6792  0.8582  2.2218  -1.088
P  -1.4127  1.0619  0.7736  1.788
H  3.2588  -2.8381  -0.8018  0.203
H  1.4167  -2.5239  -2.4396  0.215
H  3.3877  -1.5534  1.3426  0.216
H  -1.5106  -0.3161  -1.6844  0.202
H  -0.5893  -0.7235  -3.2550  0.228
H  -1.1888  -2.1425  -2.2183  0.223
H  2.1696  -0.1429  2.9611  0.213
H  1.6424  1.2567  1.8211  0.219
H  0.4091  0.1951  2.6516  0.265
H  -3.3089  -0.0862  -0.3441  0.265
H  -3.4521  1.3655  0.4875  0.240
H  -3.0212  1.5104  -1.1732  0.254
H  -1.6829  3.3505  0.4520  0.227
H  -0.0614  3.3734  1.0487  0.265
H  -0.4257  2.6143  -0.6176  0.234

Of them, arrangement two has the highest stability.

Arrangement one

# C4H7ClN2

One molecule with the formula C4H7ClN2 (ωB97M-V/def2-TZVPD, OMol25).

Summary:
Gap between HOMO and LUMO: 10.32 eV
SMILES string: C[C@H]1N=C[C@@H](Cl)N1
Highest occupied orbital energy: -9.505 eV

Each line ends with the natural charge from an NBO analysis.
Cartesian coordinates (Å):
C  -1.6062  -0.3515  -0.4979  0.055
C  -1.4000  0.3828  0.8347  -0.102
C  0.4924  0.4278  -0.6713  0.061
C  1.6564  -0.5476  -0.4040  -0.607
N  -0.5987  -0.3786  -1.2385  -0.349
N  0.0180  1.0287  0.5613  -0.631
Cl  -1.2111  -0.5189  2.3859  -0.063
H  -2.5742  -0.7989  -0.6842  0.199
H  -2.3324  1.1239  1.0045  0.222
H  0.7089  1.0061  -1.6041  0.203
H  1.5709  -1.2871  0.3742  0.218
H  2.6424  0.1093  -0.1331  0.195
H  1.9426  -1.0416  -1.2171  0.214
H  0.6910  0.8456  1.2897  0.384

Arrangement two

# C4H7ClN2

One molecule with the formula C4H7ClN2 (ωB97M-V/def2-TZVPD, OMol25).

Summary:
Gap between HOMO and LUMO (spin up / spin down): 7.73 / 7.73 eV
Highest occupied orbital energy (spin up / spin down): -7.513 / -7.509 eV

Each line ends with the natural charge from an NBO analysis.
Cartesian coordinates (Å):
C  -1.6638  -0.4227  -0.0042  -0.258
C  -0.2168  -0.4183  -0.0191  -0.102
C  -2.7129  0.4238  -0.0437  -0.220
C  2.1397  -0.3629  0.0198  -0.425
N  1.0011  1.6618  0.0181  -0.549
N  0.8633  0.3749  0.0046  -0.027
Cl  -4.3187  -0.1620  0.0177  0.004
H  -1.9807  -1.4658  0.0476  0.214
H  0.1020  -1.4510  -0.0277  0.183
H  -2.6203  1.4955  -0.1170  0.220
H  2.6748  -0.1001  0.9341  0.216
H  2.0161  -1.4424  -0.0153  0.214
H  2.7307  -0.0477  -0.8418  0.215
H  1.9855  1.9167  0.0269  0.315

Of them, arrangement one has the highest stability.

Arrangement one

# C3H6NO

An isolated ion of composition C3H6NO and charge +1 (ωB97M-V/def2-TZVPD, OMol25).

Summary:
Gap between HOMO and LUMO: 8.71 eV
Total charge: +1
Highest occupied orbital energy: -14.753 eV

Each line ends with the natural charge from an NBO analysis.
Cartesian coordinates (Å):
C  0.4014  -0.1076  0.8876  -0.295
C  -0.5989  0.1202  -1.1151  0.057
C  1.2352  -0.5431  -0.2855  0.518
N  -0.3758  0.7304  0.0946  -0.662
O  0.5635  -0.6012  -1.3805  -0.304
H  0.0807  -1.1635  1.1875  0.237
H  1.0632  0.3950  1.6777  0.290
H  -1.4708  -0.6881  -1.1611  0.207
H  -0.7096  0.8371  -2.0000  0.248
H  2.1987  -1.0196  -0.3431  0.243
H  -0.8849  1.6146  0.3400  0.462

Arrangement two

# C3H6NO

An isolated ion of composition C3H6NO and charge +1 (ωB97M-V/def2-TZVPD, OMol25).

Summary:
Gap between HOMO and LUMO: 8.74 eV
Total charge: +1
Highest occupied orbital energy: -15.713 eV

Each line ends with the natural charge from an NBO analysis.
Cartesian coordinates (Å):
C  0.2664  -2.2616  -0.2536  0.403
C  0.5995  0.0699  -0.5118  0.316
C  -0.6708  1.7645  0.5555  -0.454
N  -0.3256  0.4216  0.2801  -0.307
O  0.7479  -1.2507  -0.7931  -0.333
H  0.8817  -3.2216  -0.7177  0.241
H  -0.3256  -2.3658  0.6136  0.227
H  1.3485  0.5551  -1.0532  0.207
H  -1.4558  1.9936  -0.0841  0.247
H  0.0511  2.5662  0.4877  0.219
H  -1.1173  1.7288  1.4765  0.233

Of them, arrangement one has the highest stability.